Entry 1:
Entry from OMol25: a structure of composition C48H43CoN3O6PS in a non-equilibrium geometry (ωB97M-V/def2-TZVPD).

Structure (XYZ):
```
103
C48H43CoN3O6PS | OMol25 | ωB97M-V/def2-TZVPD
Co 0.22135 0.85135 -1.21523
S 1.07873 3.87272 -2.09182
P 0.39924 -2.91872 1.08780
O 1.76398 4.05092 -3.35785
O 1.09060 -1.05203 -0.88376
O 1.31924 2.55633 -1.45684
O 0.40723 0.61760 -3.72820
O -0.31662 4.26663 -2.09819
O 3.14477 -0.18260 -0.95688
N -1.40893 -0.44832 -1.95986
N -1.48498 1.69493 -0.49360
N 0.62907 1.32137 0.98082
C -2.12137 -5.74049 -1.59372
C 2.21570 4.62680 0.32328
C -1.61768 4.69555 1.70139
C -5.06783 0.02391 -1.88273
C -1.92698 3.85758 0.62124
C 2.36142 -1.10085 -0.72921
C 0.29748 -5.92198 4.05206
C 2.78898 5.55406 1.18042
C 0.85564 -3.23334 3.75910
C 0.72994 -5.18686 5.14617
C 1.94113 1.72972 2.93248
C -3.95239 1.70613 -0.53064
C 1.64935 0.00968 -4.07406
C 4.18636 -2.78743 -0.65040
C 1.63361 1.01147 1.76316
C -3.65907 -1.69818 -2.99641
C 1.88262 5.00558 -0.96486
C 3.63148 7.86666 1.70631
C 0.44302 -3.96381 2.64250
C 2.72411 7.21126 -0.55114
C 2.14052 6.29167 -1.40863
C -0.10327 -4.47109 -1.25482
C 2.85024 0.94284 -4.01204
C -0.88223 -5.30873 -2.04179
C -2.63258 0.07518 -1.73125
C -2.40702 -2.20224 -3.22521
C -2.59109 -5.30635 -0.36072
C 0.11258 3.20187 2.43423
C -1.29956 -1.53994 -2.67486
C 2.11798 -3.34530 0.50512
C 3.04262 6.85498 0.75710
C -0.54959 -4.05568 -0.00275
C 3.97030 -4.90790 0.42700
C -1.51620 1.87458 -4.42551
C -1.81860 -4.46027 0.41732
C -0.09092 1.47489 -4.75192
C -2.68541 1.25266 -0.90541
C 1.00909 -3.83593 4.99830
C 4.72558 -4.01397 -0.31422
C -0.67318 4.35651 2.63674
C -3.81450 -0.53245 -2.21698
C 1.19028 2.82480 3.26390
C 0.14472 -5.31457 2.81269
C 2.69140 -4.57456 0.83510
C -0.14818 2.38051 1.31015
C -5.11002 1.10737 -1.04065
C 2.89064 -2.44812 -0.27316
C -1.25605 2.65822 0.44421
H -2.65364 4.16547 -0.11662
H -2.17384 1.00339 -4.39061
H -0.48985 4.98133 3.50263
H 2.78126 1.41873 3.53917
H -0.05623 0.91787 -5.70030
H -1.87997 2.56949 -5.18354
H 2.67547 1.84798 -4.59091
H 2.13253 -5.28408 1.42996
H 2.85781 8.24563 2.37811
H 4.41940 7.42635 2.31867
H 1.34318 -3.25372 5.84861
H -1.53479 2.38696 -3.46594
H -4.04840 2.51532 0.17800
H -2.26300 -3.10796 -3.79839
H -3.56191 -5.62967 -0.00493
H 5.72752 -4.27756 -0.62965
H -2.19931 -4.10072 1.36687
H 2.94829 8.21164 -0.90371
H 4.38455 -5.87403 0.69051
H -2.15105 5.63347 1.80462
H -0.51738 -5.63245 -3.00949
H 0.52602 2.36723 -4.84514
H 4.74865 -2.06987 -1.23471
H -4.54466 -2.19132 -3.38137
H 3.02446 1.22679 -2.97716
H 1.42149 3.41652 4.14235
H 1.89048 6.54580 -2.43076
H 1.55438 -0.42361 -5.08088
H 0.08725 -6.97968 4.16256
H 2.03330 3.60483 0.62859
H -6.07378 1.52436 -0.77028
H 2.24495 0.17000 1.46362
H 3.73234 0.42880 -4.39986
H -0.29966 -1.92983 -2.81332
H 0.86109 -4.13655 -1.61890
H 1.06096 -2.17390 3.63771
H 4.05494 8.71074 1.16211
H 0.85153 -5.66885 6.10862
H 3.05926 5.25872 2.18863
H -2.72424 -6.40276 -2.20290
H 1.78135 -0.80073 -3.35493
H -5.97552 -0.42029 -2.27281
H -0.20157 -5.90126 1.97019
```

As for the max |F|: 0.0461 Eh/bohr. As for the frontier orbital gap (spin up / spin down): 6.6197 / 6.5928 eV. As for the charge: -1. The calculation puts the LUMO energy (spin up / spin down) at 2.459 / 2.459 eV. The calculation puts the energy at -4593.10702 hartree. The spin multiplicity is 2. The calculation puts the HOMO energy (spin up / spin down) at -4.1608 / -4.1338 eV. Its molar mass is 879.9 g/mol.

Entry 2:
Entry from OMol25: a structure of composition C22H23N6O4PtS2 (ωB97M-V/def2-TZVPD).

Structure (XYZ):
```
58
C22H23N6O4PtS2 | OMol25 | ωB97M-V/def2-TZVPD
Pt -1.90112 1.36940 -0.61482
S -1.65749 -3.40321 -2.07830
S -3.61244 2.41142 0.47419
O -2.94920 -0.33082 -1.20502
O -2.73116 -0.36033 2.29990
O -3.12085 -1.68829 0.60935
O -0.97620 -1.24684 1.18782
N -3.24307 4.79001 1.56274
N -0.37913 -5.65386 -1.46641
N -0.10590 0.83004 -1.46297
N -0.87536 2.97301 -0.19366
N -0.17819 -3.89610 0.05538
N -1.39412 4.01201 0.51486
C 0.80834 1.82277 -1.34347
C 0.94148 5.41627 -0.87717
C -1.87474 0.40331 3.18360
C 1.06647 -3.92889 2.14018
C 1.44416 -0.47342 -2.69333
C -2.64741 3.82379 0.85135
C 0.35434 3.01468 -0.60069
C -2.14330 -1.05027 1.37316
C 3.26643 5.05642 0.60558
C 0.38755 -6.37923 -0.67572
C 0.91392 -5.88857 0.53991
C 2.06114 1.70425 -1.91227
C 0.70007 -7.76663 -1.13457
C -0.68262 -4.38960 -1.12284
C 1.80214 6.48021 -0.66549
C 2.38141 0.53644 -2.59632
C 0.19650 -0.28764 -2.11500
C 2.96180 6.30236 0.07733
C 2.41580 3.98426 0.38323
C 1.24973 4.16312 -0.35585
C 0.60701 -4.61000 0.89426
C -3.32049 -1.35675 -0.65868
H 1.08025 -8.38768 -0.32645
H -1.59108 -0.22600 4.02354
H 4.16594 4.91816 1.19015
H 0.21045 -3.62730 2.74549
H 3.62881 7.13737 0.24497
H -4.22106 4.73423 1.78119
H -0.43271 -2.94228 0.29820
H 2.65138 3.01041 0.79628
H 1.53400 -6.50415 1.17338
H -0.99689 0.74614 2.64277
H 1.64940 -1.39645 -3.21639
H 1.69521 -4.59261 2.72701
H -3.96684 -2.06948 -1.15982
H 1.63240 -3.02879 1.89563
H 1.56583 7.45191 -1.07764
H 1.45629 -7.71667 -1.92066
H -2.48086 1.24027 3.51100
H -0.18897 -8.21763 -1.57021
H 0.02985 5.55357 -1.44340
H 3.35673 0.42793 -3.05115
H -2.74118 5.64163 1.74885
H -0.56933 -1.05315 -2.16602
H 2.76692 2.51728 -1.82706
```

As for the max |F|: 0.0017 Eh/bohr. As for the frontier orbital gap: 6.9446 eV. As for the charge: +1. The calculation puts the LUMO energy at -3.608 eV. The calculation puts the energy at -2397.21829 hartree. The spin multiplicity is 1. The calculation puts the HOMO energy at -10.5529 eV. Its molar mass is 694.7 g/mol. The value obtained for the energy above the lowest of the compared OMol25 structures with the same formula, charge and spin is 79.9 kJ/mol.

Entry 3:
Entry from OMol25: a structure of composition C7H11INO7S2Zr in a non-equilibrium geometry (ωB97M-V/def2-TZVPD).

Structure (XYZ):
```
30
C7H11INO7S2Zr | OMol25 | ωB97M-V/def2-TZVPD
I 0.12053 1.58473 2.89920
Zr 2.98361 -3.68537 4.47225
S 2.04503 -1.68112 1.65595
S 1.25360 -0.84857 -0.96263
O 1.09443 3.54542 -2.19441
O 2.25614 -0.51722 -2.07259
O 2.84221 -2.84071 2.32064
O 2.79989 -0.42609 1.97777
O -0.31718 -0.82934 4.57031
O 0.97878 0.46140 -0.24226
O -1.18358 2.94427 -2.01647
N 1.96720 -2.07699 -0.00692
C 0.02357 3.56470 -1.52337
C -0.32064 -1.36155 -1.80923
C 0.32779 -1.73588 2.38218
C -1.07464 -0.00176 -2.32862
C 0.02672 -0.52668 3.39426
C -1.71934 2.18523 -0.88432
C -2.05267 0.65432 -1.23695
H -0.27251 0.71206 -2.73575
H -2.73495 2.69012 -0.62212
H -1.00250 -2.02530 -1.17838
H 0.07500 4.10611 -0.50256
H -1.67939 -0.33988 -3.25662
H -1.95416 0.04895 -0.25277
H 0.23694 -2.75637 2.91757
H -3.15012 0.52190 -1.57970
H -0.48879 -1.76159 1.56265
H -0.03247 -1.91907 -2.78336
H -1.04851 2.31428 0.03623
```

As for the max |F|: 0.1160 Eh/bohr. As for the frontier orbital gap: 2.9951 eV. As for the charge: +3. The calculation puts the LUMO energy at -15.925 eV. The calculation puts the energy at -1994.16532 hartree. The spin multiplicity is 1. The calculation puts the HOMO energy at -18.9203 eV. Its molar mass is 503.4 g/mol.

Entry 4:
Entry from OMol25: a structure of composition C32H78BrF6O16S2V in a non-equilibrium geometry (ωB97M-V/def2-TZVPD).

Structure (XYZ):
```
136
C32H78BrF6O16S2V | OMol25 | ωB97M-V/def2-TZVPD
Br -0.47021 0.05703 -0.06741
V 1.19599 1.78310 -1.25776
S 0.82382 5.02501 0.09993
S 3.87934 4.04695 -2.42653
F 3.12802 3.22707 -4.95303
F -1.43998 4.60686 1.54106
F -1.18323 6.68222 0.71802
F -1.80380 4.99995 -0.53880
F 4.54716 1.95068 -3.87755
F 5.23789 3.89562 -4.86298
O 2.60442 -3.64628 3.66516
O 1.27900 5.82719 -1.07106
O 2.87076 1.19013 0.40466
O -3.07553 -2.05441 -5.02384
O -5.66356 1.42611 -0.78108
O 1.59063 5.32234 1.33251
O 3.48019 5.44766 -2.62085
O -5.30827 -3.66403 0.27229
O 2.74285 3.26322 -1.90431
O -0.11648 2.84651 -2.73180
O 2.66238 4.55183 4.55552
O -1.00609 -0.57651 6.21916
O 1.74387 -1.75772 -4.68025
O 1.77101 0.89182 -2.47158
O 0.91141 3.58753 -0.20084
O 5.16655 3.93643 -1.70268
C 2.75472 -0.66598 -6.55998
C -6.80385 0.79283 -2.83641
C 2.16344 -3.72335 2.32120
C 2.49518 2.48625 5.47570
C -3.15147 -2.94817 1.29681
C -1.42610 2.55494 -2.92411
C -5.58663 1.42757 -2.20947
C 1.49266 -2.70074 -2.49688
C -2.75219 -1.15960 -6.12727
C -1.63794 2.63412 -4.44446
C -1.10288 -0.94810 4.84302
C 3.41246 -0.05294 2.26157
C 0.20257 -1.02104 6.92474
C -4.43327 1.59573 -0.20112
C 1.67988 3.71053 4.98512
C 0.77257 3.38950 3.85491
C 0.17563 -0.89967 8.47463
C -4.36391 -2.57237 0.39681
C -1.04789 5.37413 0.50152
C -2.02782 -1.92706 -4.00691
C 1.62116 -3.02188 -3.91089
C 2.13672 -2.00868 -6.03054
C -2.40649 -2.96053 -2.89014
C 0.92517 -2.84332 2.37121
C 4.24058 -4.03747 5.28639
C -2.53458 -0.57059 4.34074
C -1.79418 -1.83708 -7.15642
C 4.24762 3.22628 -4.19200
C 3.38468 -0.05050 0.74949
C -4.61269 1.51762 1.31456
C 4.67055 -0.35324 0.01660
C 3.75176 -4.34129 3.85364
H 1.51795 -3.61532 -1.90441
H -4.01205 -2.18622 -0.55984
H 4.24736 -2.99522 5.60539
H 5.36564 0.47488 0.15502
H -1.02763 -2.02737 4.71030
H -2.49816 -0.38721 3.26690
H 2.38424 -2.10726 -2.29446
H -0.89677 -2.17271 -6.63670
H -2.15286 -0.34025 -5.73034
H -3.78980 0.79108 -0.55690
H 2.66864 -0.83711 0.51147
H 1.04747 4.05857 5.80185
H 1.89937 -0.00458 -6.69796
H -2.76595 -3.89842 0.92737
H -4.81912 -1.71549 0.89343
H -3.29003 -1.28862 4.65986
H 3.73500 -1.06230 2.51703
H -3.34324 -2.56912 -2.49343
H 4.59128 -0.50615 -1.05971
H -0.27548 -0.49818 4.29431
H -2.37494 -2.62547 -7.63523
H -4.74340 0.83486 -2.56411
H 0.51038 -2.03863 6.68419
H -2.03501 3.25988 -2.35808
H 0.73972 -3.62141 -4.13834
H 0.56633 -2.51501 1.39574
H -3.61912 -0.70751 -6.60908
H 0.54770 -2.19557 -2.29703
H 3.29958 -0.86599 -7.48260
H 0.14839 2.56927 4.20950
H 2.93134 -3.22666 1.72812
H -1.48017 -1.07116 -7.86555
H -7.67084 1.42279 -2.63747
H -6.57737 0.95261 -3.89057
H 2.45334 0.17902 2.72458
H -1.94406 -0.94804 -3.53510
H 2.47226 -3.68999 -4.04270
H -1.66965 1.53184 -2.63768
H -2.57961 -3.95646 -3.29789
H -1.07111 -2.22223 -4.43782
H 1.14534 -1.15769 8.90030
H -5.44490 2.47333 -2.48223
H 2.95796 2.78778 6.41539
H 5.25033 -4.37042 5.52651
H 3.27595 4.61465 5.29116
H 0.03984 0.12493 8.82085
H 4.44014 -4.13878 3.03314
H -2.34070 -2.21980 1.28199
H -7.00031 -0.26075 -2.63771
H 3.56222 -4.58503 5.94069
H -2.87327 0.32686 4.85842
H 1.79136 1.71031 5.77676
H 3.52186 -0.25345 -5.90469
H -3.32597 -3.05732 2.36720
H -1.41298 3.48144 -5.09218
H -0.54280 -1.49891 9.03397
H 1.22924 3.03215 2.93194
H 1.05176 -0.43991 6.56521
H 0.99793 -2.04670 3.11161
H 0.09842 -3.49355 2.65721
H 3.57388 1.76438 0.71687
H 5.15058 -1.19478 0.51610
H 0.13843 4.27584 3.83637
H -4.96425 0.50440 1.50922
H 3.06848 2.09133 4.63696
H -5.43438 -4.16649 1.08053
H -1.75511 -2.96587 -2.01618
H -3.62154 1.70335 1.72834
H -5.23696 2.36862 1.58693
H 2.96894 -2.71079 -6.08090
H -3.92132 2.49692 -0.53854
H 3.59848 -5.41165 3.71610
H -1.35587 1.67416 -4.87690
H -2.70130 2.51261 -4.65086
H 4.26391 0.47351 2.69283
H 1.37474 -2.61281 -6.52298
H 1.93613 -4.64471 1.78499
H -0.00745 3.70150 -3.15452
```

As for the max |F|: 0.0963 Eh/bohr. As for the frontier orbital gap (spin up / spin down): 8.3711 / 8.7752 eV. As for the charge: -1. The calculation puts the LUMO energy (spin up / spin down) at 1.629 / 2.022 eV. The calculation puts the energy at -7383.42238 hartree. The spin multiplicity is 2. The calculation puts the HOMO energy (spin up / spin down) at -6.7419 / -6.7528 eV. Its molar mass is 1027.9 g/mol.

What did the third record say?
Entry from OMol25: a structure of composition C7H11INO7S2Zr in a non-equilibrium geometry (ωB97M-V/def2-TZVPD).

Structure (XYZ):
```
30
C7H11INO7S2Zr | OMol25 | ωB97M-V/def2-TZVPD
I 0.12053 1.58473 2.89920
Zr 2.98361 -3.68537 4.47225
S 2.04503 -1.68112 1.65595
S 1.25360 -0.84857 -0.96263
O 1.09443 3.54542 -2.19441
O 2.25614 -0.51722 -2.07259
O 2.84221 -2.84071 2.32064
O 2.79989 -0.42609 1.97777
O -0.31718 -0.82934 4.57031
O 0.97878 0.46140 -0.24226
O -1.18358 2.94427 -2.01647
N 1.96720 -2.07699 -0.00692
C 0.02357 3.56470 -1.52337
C -0.32064 -1.36155 -1.80923
C 0.32779 -1.73588 2.38218
C -1.07464 -0.00176 -2.32862
C 0.02672 -0.52668 3.39426
C -1.71934 2.18523 -0.88432
C -2.05267 0.65432 -1.23695
H -0.27251 0.71206 -2.73575
H -2.73495 2.69012 -0.62212
H -1.00250 -2.02530 -1.17838
H 0.07500 4.10611 -0.50256
H -1.67939 -0.33988 -3.25662
H -1.95416 0.04895 -0.25277
H 0.23694 -2.75637 2.91757
H -3.15012 0.52190 -1.57970
H -0.48879 -1.76159 1.56265
H -0.03247 -1.91907 -2.78336
H -1.04851 2.31428 0.03623
```

As for the max |F|: 0.1160 Eh/bohr. As for the frontier orbital gap: 2.9951 eV. As for the charge: +3. The calculation puts the LUMO energy at -15.925 eV. The calculation puts the energy at -1994.16532 hartree. The spin multiplicity is 1. The calculation puts the HOMO energy at -18.9203 eV. Its molar mass is 503.4 g/mol.